Computed, not measured: C29H72BaClN4O10Zn as an isolated structure in a non-equilibrium geometry, with ωB97M-V with the def2-TZVPD basis set.

```
118
Properties=species:S:1:pos:R:3:lowdin_charge:R:1
Ba 2.69260 0.52970 -3.39312 1.882
Zn 3.91177 1.63933 0.70665 0.578
C 0.09558 -0.09377 0.11536 -0.075
C 1.59706 -0.06402 0.23161 -0.427
O 2.41373 0.84764 -0.48949 -0.538
H -0.22912 -0.78034 0.89721 0.078
H -0.41824 -0.42507 -0.78704 0.060
H -0.26004 0.90899 0.35227 0.047
H 1.84814 -1.06138 -0.12940 0.084
H 1.81791 -0.19053 1.29147 0.079
C 0.71912 -4.36021 2.06702 -0.119
C 1.30552 -3.50351 3.10505 -0.642
C 0.22844 -3.11979 4.14968 -0.081
O 2.50324 -4.04521 3.69748 -0.311
H 0.30416 -5.33652 2.31745 0.080
H 1.39497 -4.48681 1.22126 0.056
H -0.08731 -3.75725 1.64962 0.036
H 1.69792 -2.61878 2.60368 0.094
H -0.14850 -3.94248 4.75730 0.081
H -0.62235 -2.63598 3.66991 0.024
H 0.61302 -2.23877 4.66349 0.067
Cl 4.40357 0.45308 2.63604 -0.092
C -3.13588 -1.55397 4.79184 -0.103
O -3.61011 -0.89833 3.61841 -0.186
C -3.30492 0.48426 3.62255 -0.228
C -1.94951 0.70947 2.96096 -0.212
N -1.54176 2.04846 2.90197 -0.061
C -2.27723 2.86837 1.98764 -0.205
C -1.74621 2.98884 0.58640 -0.226
O -2.31531 4.16822 -0.02615 -0.165
C -1.79169 4.27553 -1.36380 -0.102
H -3.32081 -1.16350 5.79256 0.090
H -2.04828 -1.60922 4.74522 0.049
H -3.49588 -2.57940 4.70822 0.095
H -3.52419 0.99535 4.56000 0.126
H -4.22665 0.79366 3.12982 0.120
H -1.93702 0.21121 1.99158 0.109
H -1.22382 0.26055 3.63916 0.129
H -1.60055 2.46078 3.82209 0.116
H -2.42090 3.81843 2.50228 0.135
H -3.29350 2.57049 1.72964 0.121
H -2.04791 2.16526 -0.06075 0.112
H -0.66154 3.09518 0.60308 0.087
H -2.55215 4.79300 -1.94862 0.092
H -1.56107 3.32479 -1.84445 0.051
H -0.86534 4.84027 -1.46892 0.080
C -2.45883 -2.82337 -0.22276 -0.117
O -3.08277 -3.06660 -1.43262 -0.206
C -3.38388 -4.38505 -1.90163 -0.171
C -4.01206 -4.19172 -3.31793 -0.223
N -3.14089 -3.60164 -4.29477 -0.043
C -3.98164 -3.42116 -5.50177 -0.206
C -5.08201 -2.36651 -5.42108 -0.209
O -4.35677 -1.21396 -4.99876 -0.186
C -3.76374 -0.51536 -6.10607 -0.101
H -2.84703 -3.40724 0.61180 0.101
H -2.49043 -1.78159 0.09628 0.077
H -1.39949 -3.03877 -0.36239 0.070
H -3.98609 -5.06133 -1.29494 0.124
H -2.45359 -4.94099 -2.01825 0.113
H -4.76684 -3.45627 -3.03952 0.110
H -4.53329 -5.05702 -3.72742 0.126
H -2.87816 -2.74342 -3.83161 0.062
H -4.43548 -4.39232 -5.69916 0.117
H -3.40189 -3.10785 -6.37001 0.100
H -5.88518 -2.59610 -4.72088 0.120
H -5.51469 -2.40915 -6.42062 0.125
H -4.40561 -0.01193 -6.82902 0.095
H -2.89379 -1.01586 -6.53126 0.082
H -3.50361 0.40270 -5.57920 0.067
C 4.86964 -1.63013 -1.34969 -0.072
O 3.99073 -1.73012 -2.46695 -0.402
C 3.31534 -3.00022 -2.49687 -0.167
C 2.76687 -3.04000 -3.95204 -0.181
N 1.81674 -1.93775 -4.33372 -0.175
C 0.62981 -2.13917 -3.48264 -0.216
C -0.48793 -1.18160 -3.80385 -0.209
O -0.05487 0.16355 -3.55785 -0.368
C -1.09510 1.08756 -3.79999 -0.081
H 5.11489 -0.57137 -1.26617 0.061
H 5.75890 -2.20170 -1.61547 0.108
H 4.40822 -1.98822 -0.42938 0.114
H 2.62013 -3.23919 -1.69209 0.136
H 4.08667 -3.76302 -2.60303 0.138
H 2.34889 -4.04551 -4.00046 0.129
H 3.49718 -3.06132 -4.76092 0.127
H 1.71051 -2.09649 -5.32550 0.120
H 0.85657 -2.19620 -2.41802 0.120
H 0.09820 -3.07615 -3.64870 0.139
H -1.38038 -1.48178 -3.25473 0.122
H -0.77916 -1.36658 -4.83781 0.131
H -1.82595 1.10320 -2.99147 0.107
H -1.62739 1.01207 -4.74818 0.082
H -0.51279 2.00688 -3.86216 0.086
C 5.86281 4.95180 4.50946 -0.053
O 4.71800 5.32633 3.68185 -0.187
C 4.93114 5.20363 2.29082 -0.196
C 3.63628 4.75493 1.53662 -0.174
N 3.16626 3.38281 1.72167 -0.109
C 1.74278 3.46308 1.97270 -0.228
C 1.32363 4.05676 3.23299 -0.227
O 2.13705 3.55825 4.27268 -0.179
C 2.05174 4.20410 5.53356 -0.076
H 6.74343 5.37205 4.02367 0.084
H 6.03843 3.87876 4.58600 0.088
H 5.79300 5.28295 5.54559 0.090
H 5.66274 4.41922 2.09701 0.114
H 5.34315 6.07276 1.77801 0.125
H 3.76491 4.87667 0.46111 0.112
H 2.81067 5.44582 1.70737 0.121
H 3.38534 3.33677 2.70655 0.075
H 1.38627 2.43436 2.02516 0.116
H 1.13077 3.79207 1.13288 0.123
H 0.32512 3.71369 3.50390 0.114
H 1.16964 5.13583 3.23310 0.135
H 2.49814 3.62983 6.34537 0.096
H 1.04232 4.31987 5.92825 0.087
H 2.53938 5.17694 5.47127 0.088
```

Values from the calculation:
- frontier orbital gap (eV) = 1.75
- highest occupied orbital energy (eV) = -6.25
- LUMO energy (eV) = -4.506
- net charge = +1
- maximum force (eV Å⁻¹) = 4.4